The following is a quantum chemistry calculation of a molecular structure, C27H58InO11S in a non-equilibrium geometry, from OMol25.

The value obtained for the energy is -2479.4858 Ha. Its energy above the lowest of the compared OMol25 structures with the same formula, charge and spin is 1.2387 eV. The charge is -1. The highest occupied orbital energy is -3.7394 eV. Its LUMO energy is 1.39 eV. The HOMO-LUMO gap is 5.126 eV.

```
98
Properties=species:S:1:pos:R:3:forces:R:3
C -0.188341 -2.210878 2.163289 -1.016 -0.259 0.221
C -0.449830 -3.751782 2.058740 -0.098 0.021 0.727
C 0.734415 -4.660439 2.512374 -0.002 0.580 -0.503
C 2.140466 -4.301341 1.922283 0.554 -1.569 0.200
C 2.657648 -5.343887 0.845061 -0.010 1.082 0.335
In 1.915284 -4.947204 -1.253808 0.845 -1.056 0.467
S 0.378674 -2.979051 -1.459666 -0.018 0.769 0.254
C 0.728276 -6.757032 -1.901073 -0.066 -0.426 -0.217
C 1.448999 -8.124874 -1.667954 -1.405 0.559 0.124
O 2.734968 -8.024279 -1.036259 0.023 -0.223 -0.818
H 0.852230 -1.931811 2.388889 -0.361 -0.157 -0.384
H -0.803909 -1.791688 2.989208 0.420 -0.150 -0.378
H -0.572621 -1.741864 1.236655 0.581 0.001 0.424
H -0.824232 -4.015777 1.052631 0.497 0.168 0.362
H -1.295705 -3.970365 2.758093 0.386 -0.014 -0.466
H 0.466882 -5.707109 2.256712 0.298 0.494 0.096
H 0.801534 -4.635399 3.612699 -0.070 0.134 -0.499
H 2.863520 -4.375745 2.770194 -0.434 0.328 -0.335
H 2.234405 -3.276626 1.524955 -0.282 -0.393 0.147
H 2.459702 -6.387192 1.172025 -0.094 0.570 -0.097
H 3.768371 -5.235882 0.835466 -0.585 -0.130 -0.280
H 3.339372 -4.835397 -2.343878 -0.229 0.180 0.001
H 0.901615 -1.994687 -0.651710 -0.115 -0.829 -0.467
H -0.245422 -6.767552 -1.365101 0.454 0.093 -0.380
H 0.534174 -6.653467 -2.990602 -0.100 0.011 0.594
H 1.498244 -8.657391 -2.638732 0.536 0.125 0.491
H 0.804713 -8.747193 -1.005055 0.312 0.197 -0.408
H 2.614241 -8.377094 -0.161580 0.149 0.044 0.479
O 0.420504 0.746874 3.949227 -0.194 0.032 0.228
C 0.291415 1.620436 3.137199 0.286 -0.233 -0.276
O -0.936402 2.074031 2.840842 -0.393 0.114 0.402
C -1.179057 3.240846 2.043940 -0.026 0.020 -0.379
C -1.205745 2.907121 0.569323 0.129 -0.083 -0.410
C 1.471300 2.152616 2.370150 0.305 0.477 0.203
H -0.464072 4.031454 2.278593 0.037 -0.062 -0.015
H -2.158002 3.609577 2.349534 0.032 -0.118 0.130
H -0.241944 2.524374 0.227264 -0.009 0.017 0.046
H -1.458205 3.799553 -0.016987 0.218 -0.575 0.277
H -1.945185 2.128399 0.369486 0.005 0.018 0.082
H 1.627568 1.537113 1.484461 -0.029 0.024 -0.002
H 2.350980 2.084876 3.008151 -0.051 -0.234 -0.049
H 1.372101 3.197847 2.083769 -0.083 -0.079 -0.211
O -2.187686 5.601037 0.314236 -0.135 0.505 -0.071
C -3.027305 5.911608 -0.489337 -0.011 0.362 0.098
O -2.972725 5.399179 -1.724129 0.138 -0.457 -0.051
C -4.024888 5.534981 -2.688948 -0.017 0.219 -0.278
C -3.889999 6.820515 -3.477169 0.162 -0.151 0.249
C -4.082766 6.934066 -0.165530 -0.531 -0.223 0.265
H -5.003695 5.436743 -2.216683 0.051 0.064 0.069
H -3.920208 4.684028 -3.361653 0.145 -0.063 0.164
H -3.981008 7.696548 -2.835722 -0.144 -0.010 -0.047
H -4.653450 6.878828 -4.246420 -0.008 -0.032 0.046
H -2.907064 6.870876 -3.950829 -0.029 -0.105 -0.025
H -3.697304 7.928014 -0.390344 -0.026 -0.019 -0.049
H -4.302672 6.871331 0.899043 0.211 0.078 -0.008
H -5.022954 6.773763 -0.688468 0.081 0.158 -0.160
O 5.676677 -2.404585 0.568237 -0.073 0.066 -0.073
C 6.521006 -3.052808 0.017034 0.004 -0.145 0.223
O 6.185443 -3.863424 -0.996347 -0.282 0.210 -0.252
C 7.129534 -4.509247 -1.845570 0.060 -0.232 -0.008
C 7.581875 -5.829532 -1.257704 0.045 -0.082 0.180
C 7.947459 -3.046820 0.502619 0.434 0.392 -0.199
H 7.966392 -3.846788 -2.080157 0.022 0.008 0.099
H 6.605633 -4.691987 -2.783534 -0.176 0.091 0.114
H 8.103412 -5.689332 -0.309034 0.070 0.024 -0.060
H 8.252145 -6.346748 -1.947235 -0.019 0.011 -0.003
H 6.720141 -6.467938 -1.058189 -0.028 0.057 -0.110
H 8.064192 -3.804727 1.276828 0.011 -0.022 -0.048
H 8.157629 -2.067722 0.930446 -0.150 -0.089 0.143
H 8.679727 -3.206372 -0.286718 0.003 -0.225 0.060
O -5.163276 8.917133 -4.904071 -0.272 0.266 -0.275
C -4.585283 9.660391 -5.649108 0.293 -0.062 0.187
O -4.933221 9.698431 -6.944780 -0.458 -0.033 -0.192
C -4.455349 10.683507 -7.865709 0.242 0.027 -0.173
C -3.134483 10.268906 -8.479923 0.130 -0.081 0.095
C -3.414051 10.480845 -5.180796 -0.120 0.534 0.206
H -4.406512 11.667619 -7.396520 0.046 -0.054 0.066
H -5.212893 10.750480 -8.646238 -0.094 -0.121 0.128
H -2.350816 10.182502 -7.726167 -0.003 0.094 -0.019
H -2.814909 10.996044 -9.227758 -0.020 -0.013 0.010
H -3.228122 9.292375 -8.956609 -0.067 0.061 -0.039
H -2.502484 9.891756 -5.280485 -0.006 0.029 -0.038
H -3.565885 10.723269 -4.130368 0.039 -0.218 -0.001
H -3.303835 11.426956 -5.706151 0.156 -0.104 -0.129
O -0.174568 -6.455473 4.758043 0.046 -0.165 0.243
C -1.029720 -5.888293 5.373922 -0.016 -0.296 0.014
O -0.805637 -4.636331 5.808406 0.218 0.376 -0.079
C -1.817241 -3.792650 6.357850 -0.065 0.059 0.157
C -1.977404 -4.022879 7.846728 -0.013 -0.169 0.094
C -2.315176 -6.576981 5.750322 -0.502 0.067 -0.357
H -2.757521 -3.903066 5.814977 0.011 -0.081 0.016
H -1.477809 -2.772011 6.182543 0.125 -0.093 -0.117
H -2.308776 -5.040049 8.062536 -0.080 0.038 -0.024
H -2.705678 -3.326371 8.265878 0.021 0.003 -0.014
H -1.023020 -3.882819 8.356382 -0.016 0.086 -0.055
H -2.176430 -7.100939 6.695922 -0.020 0.048 0.012
H -2.551666 -7.302638 4.974060 0.188 -0.069 0.084
H -3.168704 -5.905313 5.819582 0.034 0.008 0.215
```
Forces are in eV/Å.

---

The following is a quantum chemistry calculation of a gas-phase ion, C8H22NP2 (charge +1) in a non-equilibrium geometry, from OMol25.

The value obtained for the energy is -1055.1526 Ha. Its energy above the lowest of the compared OMol25 structures with the same formula, charge and spin is 0.8211 eV. The charge is +1. The SMILES is C[C@@H]([NH2+][C@H](C)P(C)C)P(C)C. The highest occupied orbital energy is -12.5334 eV. Its LUMO energy is -2.17 eV. The HOMO-LUMO gap is 10.359 eV.

```
33
Properties=species:S:1:pos:R:3:forces:R:3
C -1.353905 -0.063596 2.084413 0.330 -1.379 -1.034
C 1.110189 1.352773 -1.390503 0.181 0.995 0.721
C -2.456842 -0.469862 -2.066660 0.422 0.370 2.191
C -4.398298 -0.564985 0.301364 0.095 -0.114 -1.752
C 3.061171 -0.627403 1.648318 4.994 -0.121 -0.560
C 4.185540 0.103055 -0.865283 -4.818 0.437 -0.737
C -1.446810 0.150474 0.523663 0.725 0.372 1.493
C 1.283028 0.581596 -0.113689 0.187 -1.184 1.094
N -0.057716 -0.295207 -0.028427 0.511 0.215 1.872
P -2.657812 -1.146458 -0.260719 -0.527 1.269 -0.887
P 2.716933 -0.850833 -0.161981 -0.271 0.945 0.500
H -0.718677 0.636968 2.605404 0.057 0.495 -0.049
H -0.927893 -1.082441 2.316188 -0.514 0.766 -0.315
H -2.346821 -0.058922 2.510021 -0.229 0.188 0.185
H 0.272303 2.028965 -1.300718 -0.581 0.142 0.012
H 1.931366 2.057380 -1.564691 0.137 -0.619 -0.301
H 0.895690 0.665089 -2.197957 0.403 0.056 -0.486
H -3.308417 0.082367 -2.400417 -0.770 0.037 -0.198
H -2.260462 -1.331719 -2.668381 0.341 -0.109 -0.705
H -1.658499 0.302948 -2.009614 -0.179 -0.797 -0.483
H -5.069765 -1.384987 0.584085 0.854 0.040 0.904
H -5.067477 -0.118372 -0.468129 1.124 0.097 -0.104
H -4.173750 0.222437 0.991319 -0.520 0.108 0.980
H 3.598322 -1.494167 2.235554 -0.679 1.664 -1.608
H 2.173106 -0.555569 2.109926 -3.272 0.572 1.883
H 3.672310 0.377984 1.733679 -1.216 -2.024 0.263
H 3.871583 1.133451 -0.805026 0.490 0.529 0.142
H 4.199319 -0.167129 -1.880885 0.405 -0.251 -1.407
H 5.050124 -0.102951 -0.403693 3.078 -0.734 1.844
H -1.516946 1.252678 0.368680 -0.387 -0.868 -0.482
H 1.446828 1.165175 0.880876 -0.744 -0.829 -1.892
H 0.135586 -1.066705 0.618771 0.268 -0.108 -0.374
H -0.183311 -0.732027 -0.925496 0.103 -0.159 -0.707
```
Forces are in eV/Å.

---

The following is a quantum chemistry calculation of 2 unconnected molecules or ions with the total composition C6H15N2OP in a non-equilibrium geometry, from OMol25.

The value obtained for the energy is -763.6878 Ha. Its energy above the lowest of the compared OMol25 structures with the same formula, charge and spin is 1.3859 eV. The charge is 0. The SMILES is N=[P@H](N)O.C1=CCCCC1. The highest occupied orbital energy is -8.6353 eV. Its LUMO energy is 0.92 eV. The HOMO-LUMO gap is 9.553 eV.

```
25
Properties=species:S:1:pos:R:3:forces:R:3
C 1.923451 -0.066871 0.276948 -1.447 0.409 0.425
C 1.140294 -0.421158 1.543482 -3.382 0.454 -1.871
C 1.349028 -0.780137 -0.992268 0.372 0.650 1.143
C 0.268010 -1.701971 1.535328 0.627 -0.407 -0.787
C 0.998628 -2.249388 -0.801158 1.964 -0.135 0.829
C 0.198631 -2.469374 0.418886 -0.589 0.130 1.445
N -1.621103 1.105114 -1.279378 -0.985 -0.136 4.696
N -0.990278 3.242774 0.479619 1.257 -0.507 -0.786
O -2.849495 1.572804 0.967528 -0.216 -0.951 -0.492
P -2.100488 2.212576 -0.308184 -0.169 1.628 1.712
H 2.085677 1.075348 0.312475 -0.753 -1.571 -0.919
H 2.879207 -0.390643 0.506881 2.253 -1.053 -0.201
H 1.768705 -0.392431 2.340382 1.924 -0.231 2.531
H 0.467060 0.445726 1.714782 -0.146 -0.565 0.142
H 0.472984 -0.255354 -1.282168 -0.797 0.511 -0.457
H 2.102154 -0.690200 -1.719224 0.792 0.207 -1.399
H -3.018548 3.286254 -0.647466 0.307 -1.140 -0.351
H -0.213966 -1.988058 2.504512 0.159 0.380 -1.157
H 0.476116 -2.761704 -1.595751 -0.021 0.516 -0.761
H 1.967042 -2.840966 -0.685104 -0.964 0.542 -0.114
H -0.452613 -3.332315 0.235582 0.005 0.165 1.161
H -1.458951 1.345387 -2.164110 0.843 1.021 -4.494
H -0.015622 3.191775 0.185740 -0.487 -0.317 -0.111
H -1.013575 3.802601 1.327834 -0.903 -0.494 -0.274
H -3.141036 0.647944 0.790213 0.357 0.893 0.091
```
Forces are in eV/Å.

---

The following is a quantum chemistry calculation of C6H12O in the gas phase in a non-equilibrium geometry, from OMol25.

The value obtained for the energy is -311.0261 Ha. Its energy above the lowest of the compared OMol25 structures with the same formula, charge and spin is 0.9019 eV. The charge is 0. The SMILES is C[C@@H]1OCC[C@@H]1C. The highest occupied orbital energy is -9.7146 eV. Its LUMO energy is 1.11 eV. The HOMO-LUMO gap is 10.828 eV.

```
19
Properties=species:S:1:pos:R:3:forces:R:3
C -0.795943 -1.664758 -0.385840 0.046 0.096 -0.035
C -0.527362 -0.134117 -0.450877 -0.345 0.201 -0.093
C -1.104426 0.550417 0.779432 -0.311 0.096 0.096
C -0.407214 1.894990 0.772034 -0.265 0.069 0.123
O 0.946936 1.539511 0.542640 -0.108 -0.446 -0.028
C 0.897016 0.543302 -0.486081 -0.479 -0.893 -0.140
C 1.847971 -0.610218 -0.268426 0.307 -0.010 -0.006
H -1.869209 -1.800753 -0.579297 0.213 0.049 0.027
H -0.269120 -2.274994 -1.129781 0.008 0.307 0.068
H -0.615470 -2.121161 0.598396 0.121 0.299 -0.194
H -1.003532 0.190164 -1.376008 -0.444 0.217 0.141
H -0.767133 0.006588 1.673785 -0.191 0.058 -0.143
H -2.190696 0.583274 0.764591 -0.128 0.116 0.109
H -0.484455 2.451368 1.708000 0.123 -0.061 -0.076
H -0.795149 2.524565 -0.047581 0.102 -0.024 0.112
H 0.963304 1.112664 -1.431904 0.491 -0.608 0.133
H 1.387878 -1.302266 0.448221 0.339 0.262 -0.001
H 1.911887 -1.165485 -1.209641 0.290 0.062 0.116
H 2.830380 -0.352096 0.109362 0.235 0.210 -0.207
```
Forces are in eV/Å.